1.
15
Properties=species:S:1:pos:R:3:forces:R:3 method="wB97M-V/def2-TZVPD" e_tot_ev=-24397.37870 relative_energy_kcal_mol=62.4 lumo_energy_ha=-0.013 total_charge=0 homo_ev=-9.071
C 1.808 1.017 0.412 -0.5789 1.5604 0.0614
C 0.059 0.837 -1.240 -1.4779 -0.0796 1.0684
C -0.464 -0.400 -0.490 2.5062 0.4096 2.1731
C -1.525 -0.456 0.561 -0.0725 0.1737 -0.1694
N 1.354 -0.202 0.606 -2.4490 -2.1800 -0.6481
O 2.638 1.653 1.001 0.0332 0.1717 -0.4275
O 1.045 1.603 -0.634 1.2066 0.1722 0.9265
O -0.240 -1.570 -1.038 0.7140 2.1761 -2.9318
Cl 1.528 -0.886 2.150 0.0470 0.1439 -0.2618
H 0.361 0.556 -2.188 0.8832 -1.0838 -1.9559
H -0.755 1.514 -1.412 -0.7916 0.3909 0.0662
H -1.633 0.411 1.136 0.1397 1.7513 0.5004
H -1.254 -1.166 1.313 0.3542 -0.9482 0.3341
H -2.537 -0.690 0.233 0.1866 -0.2240 -0.6479
H -0.384 -2.220 -0.410 -0.7007 -2.4340 1.9124


2.
14
Properties=species:S:1:pos:R:3:forces:R:3 method="wB97M-V/def2-TZVPD" e_tot_ev=-31138.65665 relative_energy_kcal_mol=52.6 lumo_energy_ha=0.023 total_charge=0 homo_ev=-8.371 smiles="CN1SC=C[C@]1(O)Cl"
C 1.276 -0.622 1.262 3.4391 2.3978 -2.2100
N 0.340 -0.614 0.152 0.5418 -0.4002 -1.5331
S 0.729 -1.250 -1.417 -0.3164 0.1463 0.4671
C -0.726 -0.543 -2.075 1.3108 0.9553 2.8285
C -1.281 0.352 -1.258 2.6898 -2.1850 2.4648
C -0.565 0.440 0.096 0.8818 -0.6093 -2.5084
O -1.168 0.598 1.253 -0.9266 0.9555 2.5767
Cl 0.395 2.233 -0.023 0.3637 0.1983 -0.3081
H 2.242 -1.269 1.148 -1.8384 1.3238 -0.4456
H 1.576 0.539 1.410 -0.3005 -2.7140 0.0356
H 0.798 -1.027 2.059 -1.4340 -0.8845 2.7344
H -1.022 -0.714 -3.035 -0.5893 -0.6254 -2.4187
H -2.088 0.909 -1.480 -2.6169 1.9059 -0.5799
H -0.507 0.969 1.910 -1.2049 -0.4646 -1.1034


Please write out number 2 again, unchanged.
14
Properties=species:S:1:pos:R:3:forces:R:3 method="wB97M-V/def2-TZVPD" e_tot_ev=-31138.65665 relative_energy_kcal_mol=52.6 lumo_energy_ha=0.023 total_charge=0 homo_ev=-8.371 smiles="CN1SC=C[C@]1(O)Cl"
C 1.276 -0.622 1.262 3.4391 2.3978 -2.2100
N 0.340 -0.614 0.152 0.5418 -0.4002 -1.5331
S 0.729 -1.250 -1.417 -0.3164 0.1463 0.4671
C -0.726 -0.543 -2.075 1.3108 0.9553 2.8285
C -1.281 0.352 -1.258 2.6898 -2.1850 2.4648
C -0.565 0.440 0.096 0.8818 -0.6093 -2.5084
O -1.168 0.598 1.253 -0.9266 0.9555 2.5767
Cl 0.395 2.233 -0.023 0.3637 0.1983 -0.3081
H 2.242 -1.269 1.148 -1.8384 1.3238 -0.4456
H 1.576 0.539 1.410 -0.3005 -2.7140 0.0356
H 0.798 -1.027 2.059 -1.4340 -0.8845 2.7344
H -1.022 -0.714 -3.035 -0.5893 -0.6254 -2.4187
H -2.088 0.909 -1.480 -2.6169 1.9059 -0.5799
H -0.507 0.969 1.910 -1.2049 -0.4646 -1.1034